DFT (ωB97M-V/def2-TZVPD) results for C30H24N10OPbSe2 as an isolated structure at a distorted geometry.

```
! wB97M-V def2-TZVPD RIJCOSX def2/J DEFGRID3
* xyz 4 1
Pb 1.3685 4.5324 -0.0633
C 4.6193 -3.8175 -0.6490
N 3.8813 -2.6378 -0.2465
C 3.4999 -1.5358 -0.9917
N 2.6399 -0.8852 -0.2124
C 2.6688 -1.4877 0.9206
N 3.3605 -2.5871 0.9629
C 3.7870 -5.0527 -0.5675
C 4.4043 -6.3832 -0.6965
C 3.6422 -7.5410 -0.5190
C 2.2687 -7.4752 -0.4498
C 1.6572 -6.2434 -0.4918
C 2.4279 -5.0340 -0.4297
C 0.2816 -6.1510 -0.4259
N -0.5786 -7.2691 -0.5221
N -1.7574 -6.8568 -0.5015
C -1.7062 -5.4302 -0.2419
O -0.4053 -5.0461 -0.3028
C -2.7970 -4.7141 0.1138
C -4.0448 -5.4388 0.3386
C -5.0404 -4.7128 0.9319
C -4.8941 -3.3355 1.3407
C -3.7134 -2.6805 1.0253
C -3.6990 -1.1415 1.2625
N -2.6819 -0.3738 0.5208
C -2.9278 0.6703 -0.3326
N -1.7631 1.1360 -0.7018
C -0.8241 0.3667 -0.1473
N -1.3804 -0.5571 0.6056
C -2.6769 -3.3413 0.4359
H 5.4366 -3.9542 0.0922
H 5.0587 -3.7634 -1.6670
H 3.7228 -1.2614 -2.0093
H 2.2263 -1.0279 1.7763
H 5.4007 -6.5178 -0.7876
H 4.0847 -8.5423 -0.6224
H 1.6670 -8.4089 -0.5379
H 1.9761 -4.1003 -0.1530
H -4.3706 -6.4549 -0.0764
H -6.0027 -5.1851 1.1616
H -5.7339 -2.8294 1.7243
H -3.5031 -1.0342 2.3441
H -4.6730 -0.7585 1.0051
H -3.8851 0.9745 -0.6857
H 0.2116 0.5031 -0.2400
H -1.7348 -2.7326 0.2769
Se 2.9528 6.6973 -0.8909
Se 2.5046 8.2225 0.7542
C 0.9266 7.4116 1.5632
C 0.3169 8.2132 2.5271
C -0.7134 7.8129 3.2668
C -1.0889 6.5307 3.1697
C -0.3646 5.6943 2.2865
N 0.6159 6.1090 1.4481
C 1.3152 6.8961 -1.9686
C 1.0339 7.9036 -2.8471
C -0.2424 7.8891 -3.4838
C -1.1580 6.8983 -3.2305
C -0.8179 5.9687 -2.2156
N 0.4388 5.9971 -1.6439
H 0.7337 9.2382 2.5499
H -1.2675 8.5279 3.9415
H -1.8176 6.0926 3.8425
H -0.4779 4.6240 2.3591
H 1.7171 8.7228 -3.1301
H -0.4563 8.6034 -4.2515
H -2.1462 6.8834 -3.6998
H -1.5025 5.1801 -1.9134
*
```

Calculated total energy   -184346.0656 eV

Atom charges from the Löwdin analysis, given in e for atoms 1 to 6:
1. Pb 1.267
2. C -0.063
3. N -0.150
4. C -0.058
5. N 0.063
6. C -0.273

***

DFT (ωB97M-V/def2-TZVPD) results for C5H6O in the gas phase.

```
! wB97M-V def2-TZVPD RIJCOSX def2/J DEFGRID3
* xyz 0 1
C -0.6863 -1.2639 1.1769
C 0.1678 -0.0927 0.8137
O 1.3647 -0.0618 0.9808
C 1.0090 0.8387 -1.8834
C 0.0400 1.1299 -1.0620
C -0.5774 1.0360 0.0826
H -0.0959 -2.1457 1.4354
H -1.3730 -1.4787 0.3527
H -1.2694 -0.9269 2.0365
H 0.8962 0.1102 -2.6777
H 1.9830 1.2607 -1.6613
H -1.4588 1.5943 0.4058
*
```

Calculated total energy   -7327.1896 eV
SMILES   C=C=CC(C)=O
Energy above the lowest of the compared OMol25 structures with the same formula, charge and spin   48.3 kcal per mole

Atom charges from the Löwdin analysis, given in e for atoms 1 to 6:
1. C -0.019
2. C -0.465
3. O 0.084
4. C 0.022
5. C -0.107
6. C -0.034

***

DFT (ωB97M-V/def2-TZVPD) results for a 3-piece molecular cluster, C4H11NO2 overall at a distorted geometry.

```
! wB97M-V def2-TZVPD RIJCOSX def2/J DEFGRID3
* xyz 0 1
N -1.0416 0.8284 0.3450
C 0.2162 1.1069 -0.2815
C 1.2812 1.6017 0.3273
C 0.5085 -0.5594 -2.1043
C 0.2091 0.6789 -1.7238
H -0.9960 0.1123 1.0698
H -1.3135 1.6561 0.8759
H 2.2951 1.7459 -0.0360
H 1.2688 2.0683 1.3102
H 0.4251 -0.9083 -3.1192
H 0.9153 -1.2456 -1.3670
H -0.1588 1.4597 -2.3849
H -0.3324 -0.3515 3.5379
H 0.6931 -1.3857 2.9597
O 0.4094 -0.4725 2.9135
H -1.2144 -1.3874 -0.9199
H -1.7647 -2.7663 -1.0486
O -1.4003 -2.1814 -0.3542
*
```

Calculated total energy   -9909.6501 eV
SMILES   C=CC(=C)N.O.O
Energy above the lowest of the compared OMol25 structures with the same formula, charge and spin   59.8 kcal per mole

Atom charges from the Löwdin analysis, given in e for atoms 1 to 6:
1. N 0.057
2. C -0.419
3. C 0.049
4. C -0.018
5. C -0.133
6. H 0.056

***

DFT (ωB97M-V/def2-TZVPD) results for a 6-piece molecular cluster, C24H36O18 overall at a distorted geometry.

```
! wB97M-V def2-TZVPD RIJCOSX def2/J DEFGRID3
* xyz 1 2
C -1.6564 -15.2167 -25.9773
C -3.1593 -15.2889 -25.6259
C -4.0655 -14.1390 -26.0725
O -5.1417 -14.9302 -26.5341
C -4.8583 -16.1218 -26.9037
O -5.5701 -16.8826 -27.5756
O -3.6462 -16.3920 -26.3851
H -1.5818 -14.5809 -26.8595
H -1.1329 -16.1534 -26.1687
H -1.1415 -14.7146 -25.1583
H -3.4255 -15.4675 -24.5841
H -3.5314 -13.5429 -26.8124
H -4.2335 -13.4983 -25.2068
C -4.8862 -10.0771 -21.3274
C -4.1738 -11.4111 -21.3664
C -4.5186 -12.2152 -20.1141
O -4.7597 -13.4716 -20.6333
C -4.9783 -13.4088 -22.0052
O -5.4264 -14.3166 -22.7346
O -4.6152 -12.2372 -22.4295
H -4.6060 -9.3345 -20.5804
H -5.9699 -10.1928 -21.3122
H -4.6452 -9.4386 -22.1773
H -3.0962 -11.4255 -21.5299
H -5.4372 -11.8442 -19.6595
H -3.6586 -12.2062 -19.4444
C -8.5912 -11.8876 -21.4713
C -9.1209 -11.2734 -22.7850
C -8.3904 -9.9563 -23.1712
O -7.9724 -10.1580 -24.4491
C -8.2388 -11.4062 -24.8353
O -7.9110 -11.7953 -25.9689
O -8.7384 -12.1348 -23.8186
H -7.5181 -12.0624 -21.3935
H -9.0596 -12.8484 -21.2578
H -8.7979 -11.3218 -20.5628
H -10.1928 -11.0899 -22.7119
H -7.5919 -9.7422 -22.4608
H -9.1069 -9.1351 -23.1917
C 1.7243 -7.8133 -23.8108
C 0.4673 -8.6528 -24.0445
C -0.0230 -9.4927 -22.8242
O -1.3578 -9.2526 -22.7891
C -1.7503 -8.3066 -23.5989
O -2.8486 -7.8152 -23.7453
O -0.6675 -7.7892 -24.2756
H 2.6004 -8.4260 -23.5983
H 1.5497 -7.1805 -22.9407
H 1.9410 -7.1712 -24.6645
H 0.6081 -9.3334 -24.8841
H 0.5620 -9.3796 -21.9115
H 0.1380 -10.5388 -23.0846
C -2.0768 -15.2896 -18.6024
C -3.2066 -16.1011 -19.0985
C -2.8755 -16.8977 -20.3762
O -2.9324 -18.1995 -19.8730
C -3.5329 -18.2738 -18.6909
O -4.0220 -19.2529 -18.1453
O -3.5468 -17.0068 -18.1308
H -2.4060 -14.7094 -17.7404
H -1.8219 -14.5354 -19.3469
H -1.1968 -15.8470 -18.2814
H -4.1148 -15.5074 -19.2016
H -1.8498 -16.7690 -20.7218
H -3.6557 -16.7173 -21.1156
C -1.6490 -7.4422 -19.6418
C -0.5016 -8.3641 -19.2056
C -0.4606 -8.5101 -17.6965
O -0.4781 -9.9703 -17.6094
C -0.7864 -10.5805 -18.7563
O -1.2279 -11.7444 -18.8676
O -0.7969 -9.6569 -19.7151
H -2.6094 -7.9393 -19.5053
H -1.6591 -7.1321 -20.6867
H -1.5790 -6.5433 -19.0292
H 0.4726 -7.9398 -19.4486
H -1.3203 -8.0053 -17.2558
H 0.4820 -8.0632 -17.3806
*
```

Calculated total energy   -62315.4635 eV
Energy above the lowest of the compared OMol25 structures with the same formula, charge and spin   5.0 kcal per mole

Atom charges from the Löwdin analysis, given in e for atoms 1 to 6:
1. C 0.026
2. C -0.258
3. C -0.010
4. O 0.187
5. C -0.376
6. O 0.503

***

DFT (ωB97M-V/def2-TZVPD) results for C21H17Cl5N9RhS2 as an isolated structure.

```
! wB97M-V def2-TZVPD RIJCOSX def2/J DEFGRID3
* xyz 2 1
Rh 0.5763 0.3844 -0.1483
Cl 0.6092 2.6884 1.0751
C -0.9772 2.5712 0.3239
C -1.1623 1.3693 -0.3346
C -2.4317 1.1476 -0.8534
Cl -2.8010 -0.3288 -1.6743
C -3.4525 2.0915 -0.6838
Cl -5.0270 1.7677 -1.2779
C -3.2098 3.2913 -0.0059
Cl -4.4627 4.4324 0.2211
C -1.9402 3.5443 0.5161
Cl -1.5898 4.9619 1.4034
C -0.6377 -4.3863 -1.3821
N 0.4971 -3.9552 -0.5734
C 1.2331 -4.7669 0.2647
C 2.1695 -4.0004 0.8446
N 2.0219 -2.7078 0.3386
C 0.9614 -2.7004 -0.5159
S 0.2467 -1.4509 -1.4460
C 2.9356 -1.6543 0.6035
C 4.1692 -1.9601 1.1662
C 5.0666 -0.9390 1.4022
C 4.7248 0.3568 1.0484
C 3.4860 0.5635 0.4864
N 2.5886 -0.4138 0.2729
H -0.7578 -5.4571 -1.2502
H -0.4543 -4.1710 -2.4323
H -1.5376 -3.8671 -1.0570
H 1.0166 -5.8137 0.3817
H 2.8997 -4.2645 1.5833
H 4.4491 -2.9745 1.3960
H 6.0283 -1.1594 1.8446
H 5.3991 1.1861 1.2024
H 3.1743 1.5566 0.1974
S -0.1666 -0.7584 1.7580
C -1.7056 -0.0289 2.1711
N -2.8270 -0.5718 1.6515
C -4.0682 -0.0957 1.8548
C -4.2474 1.0044 2.6522
C -3.1236 1.5897 3.2360
C -1.8611 1.0732 3.0027
H -2.6962 -1.3554 1.0215
H -4.8723 -0.6186 1.3577
H -5.2406 1.3945 2.8162
H -3.2382 2.4575 3.8728
H -0.9808 1.5148 3.4464
N 0.4994 2.2039 -5.1100
N 0.9977 2.0837 -3.8342
N 1.8694 2.9328 -3.3432
C 1.9654 2.5178 -2.0912
N 1.1864 1.4528 -1.8740
N 0.5520 1.1982 -3.0085
H 1.1391 2.7901 -5.6360
H 0.4132 1.2810 -5.5217
H 2.5932 2.9925 -1.3594
*
```

Calculated total energy   -122741.3080 eV
Energy above the lowest of the compared OMol25 structures with the same formula, charge and spin   0.0 kcal per mole

Atom charges from the Löwdin analysis, given in e for atoms 1 to 6:
1. Rh 0.514
2. Cl 0.769
3. C -0.665
4. C -0.386
5. C -0.692
6. Cl 0.691